one | Molecular formula: BrClFNO
Method: DFT, ωB97M-V/def2-TZVPD

Geometry as ORCA input:
```
! wB97M-V def2-TZVPD RIJCOSX def2/J DEFGRID3
* xyz 0 1
N -0.14994 -0.53474 0.04852
O -0.81168 0.57394 -0.06490
F 1.97854 0.12168 -0.19880
Cl -0.44052 1.57390 1.40920
Br -0.57640 -1.73478 -1.19402
*
```

Values from the calculation:
frontier orbital gap (alpha / beta): 7.43 / 7.42 eV
E_HOMO (alpha / beta): -10.298 / -10.290 eV

two | Molecular formula: BrClFNO
Method: DFT, ωB97M-V/def2-TZVPD

Geometry as ORCA input:
```
! wB97M-V def2-TZVPD RIJCOSX def2/J DEFGRID3
* xyz 0 1
F -0.02643 0.69357 1.02739
N -0.32862 -0.40558 0.31584
Br 0.52335 -1.92997 1.55562
O 0.36825 -0.36975 -0.89879
Cl -0.77233 0.08941 -2.07519
*
```

Values from the calculation:
structure (SMILES): FN(Br)OCl
frontier orbital gap: 8.86 eV
E_HOMO: -10.909 eV

Verdict on stability: two comes out on top.

one | Molecular formula: C2H7N2O
Method: DFT, ωB97M-V/def2-TZVPD

Geometry as ORCA input:
```
! wB97M-V def2-TZVPD RIJCOSX def2/J DEFGRID3
* xyz 1 1
C -0.94252 1.36930 -0.01545
C -0.34093 -0.00534 0.10026
N -1.33785 -0.31362 1.02504
N 1.05850 -0.30282 0.46305
O -2.04597 0.86178 0.74844
H -0.42684 2.18575 0.50154
H -1.26694 1.70089 -1.00358
H -0.40918 -1.31777 -2.16813
H -1.89776 -1.15813 1.09489
H 1.19120 -1.32452 0.50294
H 1.33270 0.09346 1.38339
H 1.68300 0.07968 -0.26072
*
```

Values from the calculation:
frontier orbital gap (alpha / beta): 8.50 / 9.00 eV
E_HOMO (alpha / beta): -12.954 / -14.156 eV

two | Molecular formula: C2H7N2O
Method: DFT, ωB97M-V/def2-TZVPD

Geometry as ORCA input:
```
! wB97M-V def2-TZVPD RIJCOSX def2/J DEFGRID3
* xyz 1 1
C 0.62356 -1.13684 0.12568
N 0.52956 0.25445 0.01363
O 1.62483 0.98987 -0.05794
C -0.60202 1.00455 0.00279
N -1.77904 0.47858 0.07410
H 1.67789 -1.41368 0.60426
H -0.25367 -1.65881 0.59342
H 0.54826 -1.67244 -0.90885
H 2.51922 0.52595 -0.02132
H -0.53020 2.07950 -0.12809
H -2.57884 1.11201 -0.12373
H -1.77954 -0.56314 -0.17395
*
```

Values from the calculation:
structure (SMILES): CN(O)C=[NH2+]
frontier orbital gap: 10.35 eV
E_HOMO: -14.200 eV

three | Molecular formula: C2H7N2O
Method: DFT, ωB97M-V/def2-TZVPD

Geometry as ORCA input:
```
! wB97M-V def2-TZVPD RIJCOSX def2/J DEFGRID3
* xyz 1 1
C 0.63050 -1.05862 -0.44658
C 0.06689 0.24524 -0.00203
N -0.06696 1.21369 -0.88134
N -0.48508 0.35593 1.16750
O -1.24305 1.35083 1.76814
H 1.05338 -1.11043 -1.45745
H -0.30382 -1.70909 -0.43719
H 1.40087 -1.49630 0.23085
H 0.33693 1.31224 -1.79478
H -0.47270 2.17133 -0.57587
H -0.36760 -0.54417 1.63896
H -0.70394 2.09414 2.09598
*
```

Values from the calculation:
structure (SMILES): CC(=[NH2+])NO
frontier orbital gap: 12.21 eV
E_HOMO: -15.726 eV

Verdict on stability: three comes out on top.